1.
The following is a DFT calculation (the ωB97M-V functional and the def2-TZVPD basis) of an isolated molecule of C6H12O.

**SMILES string**: C[C@@H]1OCC[C@@H]1C
**Frontier orbital gap**: 10.650 eV
**E**: -311.0341 Ha

Atoms and positions in Å:
1 O -0.97598 -1.11156 1.16984
2 C -0.28908 0.12778 -0.71053
3 C 0.57054 -1.11719 -0.63703
4 C 0.03135 1.07386 1.67514
5 C -0.85529 0.25932 0.73100
6 C 0.44582 1.28923 -1.38436
7 C -0.25683 -2.02628 0.25253
8 H 0.43087 1.22848 -2.48341
9 H -1.15161 -0.16478 -1.32929
10 H -0.00822 2.24116 -1.10887
11 H 0.36712 -2.78955 0.76175
12 H -1.85184 0.73434 0.65850
13 H 0.15171 2.09342 1.28699
14 H -1.02292 -2.57045 -0.31207
15 H 1.01514 0.59900 1.72409
16 H 1.57411 -0.93405 -0.22273
17 H 0.66181 -1.40656 -1.68201
18 H 1.50427 1.31292 -1.09418
19 H -0.34098 1.16092 2.70465

***

2.
The following is a DFT calculation (the ωB97M-V functional and the def2-TZVPD basis) of C6H12O as an isolated structure.

**Frontier orbital gap**: 9.282 eV
**E**: -310.9732 Ha

Atoms and positions in Å:
1 O -2.60375 1.18738 0.31875
2 C 1.99849 0.23971 -0.40738
3 C -1.41578 0.57859 0.42290
4 C 0.03757 -1.31095 -0.37365
5 C -0.86749 1.03606 1.65712
6 C -0.97600 -0.23731 -0.53897
7 C 1.37426 -0.98510 -0.99641
8 H 0.18909 -1.50537 0.69509
9 H -0.31192 -2.25840 -0.80282
10 H 0.11545 0.58998 1.79071
11 H -0.73218 2.11818 1.79918
12 H -2.95507 0.89303 -0.53388
13 H 2.02353 -1.86439 -0.89917
14 H 0.94321 1.11603 -0.77065
15 H -1.40386 0.77430 2.58061
16 H 2.85289 0.61730 -0.96756
17 H -1.57005 -0.30355 -1.45461
18 H 2.25894 0.12500 0.64462
19 H 1.22264 -0.85139 -2.07810

***

3.
The following is a DFT calculation (the ωB97M-V functional and the def2-TZVPD basis) of C6H12O as an isolated structure.

**Frontier orbital gap**: 8.974 eV
**E**: -310.8387 Ha

Atoms and positions in Å:
1 O 0.01966 1.56140 -0.72237
2 C -1.69480 1.66154 -0.95505
3 C 0.39390 -1.54286 1.42529
4 C -0.74534 1.51492 0.81225
5 C 0.24352 -0.79913 0.09877
6 C 0.37026 0.68725 0.34807
7 C 1.26548 -1.26011 -0.93916
8 H -1.49009 1.95152 -1.99270
9 H -0.76751 -0.98238 -0.28727
10 H -2.16396 0.68391 -0.91283
11 H 1.36985 0.99103 0.67501
12 H 1.38600 -1.36857 1.86144
13 H 2.28845 -1.11395 -0.56859
14 H 0.27931 -2.62319 1.28524
15 H 1.16023 -0.69402 -1.87091
16 H -0.37035 2.44642 1.26213
17 H 1.14369 -2.32442 -1.16906
18 H -0.35878 -1.20855 2.14788
19 H -2.32954 2.41918 -0.49813